# 1
Below is one molecule with the formula C21H28N2O5S in a non-equilibrium geometry, with properties calculated with ωB97M-V/def2-TZVPD.

Geometry as XYZ:
```
57
Properties=species:S:1:pos:R:3:forces:R:3:mulliken_charge:R:1
C -5.3265 -2.2707 2.0392 -0.15 -0.13 0.15 -1.027
H -5.3177 -3.3147 1.7317 -0.04 0.06 0.05 0.249
H -6.2833 -1.8210 1.7617 0.05 0.01 0.00 0.405
O -4.2528 -1.6644 1.3509 0.04 0.19 -0.02 -0.324
C -4.0937 -0.3240 1.4448 -0.08 0.14 0.14 0.771
C -4.7919 0.5129 2.3127 -0.06 -0.34 -0.03 -0.648
C -4.5129 1.8698 2.3399 0.09 0.04 -0.09 -0.604
C -3.5477 2.4184 1.5131 -0.04 0.03 -0.01 -0.872
C -2.8591 1.5937 0.6383 0.08 0.03 -0.01 -0.412
C -3.1314 0.2434 0.6100 0.30 -0.72 -0.35 -0.143
S -2.2774 -0.7998 -0.5832 -0.18 -0.02 0.20 1.571
O -3.2374 -1.4291 -1.4428 -0.21 -0.23 0.14 -0.740
O -1.2623 0.0068 -1.2060 0.20 0.15 0.23 -0.619
C -1.4255 -2.1101 0.4123 -0.23 0.83 -0.54 -0.821
C -0.4702 -2.7528 -0.5015 -0.29 -0.75 -0.37 0.208
C -0.5674 -3.8595 -1.3013 -0.02 0.50 0.51 -0.808
C 0.6254 -3.9090 -2.0534 0.59 0.62 0.12 -0.687
C 1.3650 -2.8200 -1.6728 -0.43 -1.02 -0.46 0.473
O 0.6960 -2.1191 -0.7254 0.26 0.20 0.08 -0.061
C 2.6860 -2.3426 -2.1303 0.14 0.26 0.28 0.084
O 3.3979 -2.9863 -2.8804 -0.12 -0.19 -0.11 -0.728
N 3.0141 -1.1450 -1.6098 -0.09 0.27 0.09 0.242
H 2.3357 -0.6087 -1.0841 -0.06 -0.11 -0.05 -0.094
C 4.2087 -0.4143 -1.9389 0.19 0.07 -0.11 -0.688
H 4.9478 -0.5378 -1.1372 0.03 0.02 -0.13 0.254
C 3.8464 1.0667 -2.1134 0.15 -0.21 -0.04 -0.800
N 2.9939 1.4940 -1.0219 0.05 0.07 -0.17 0.683
C 3.6667 1.6199 0.2573 -0.01 -0.17 0.40 -1.145
C 2.9537 0.8397 1.3696 0.00 0.09 -0.08 -0.908
H 3.2264 -0.2156 1.3074 0.08 -0.05 0.05 0.378
C 1.4268 0.9516 1.3175 0.12 0.13 0.17 0.331
H 1.0282 0.2463 0.5866 -0.05 -0.09 0.02 -0.584
C 0.9149 2.3457 0.9497 -0.16 -0.19 -0.15 -1.050
C 0.7952 2.5315 -0.5630 0.25 0.21 -0.02 0.287
H 0.2248 1.6947 -0.9704 0.01 0.08 -0.01 -0.116
H 0.2424 3.4517 -0.7703 -0.07 0.03 -0.06 0.486
C 2.1317 2.6226 -1.3049 -0.42 0.16 -0.01 -1.562
H 1.9159 2.6436 -2.3755 0.07 0.01 0.02 0.471
H 2.6288 3.5766 -1.0484 0.01 -0.08 -0.06 0.300
H -0.0797 2.4773 1.3841 0.04 0.07 0.04 0.296
H 1.5613 3.1132 1.3806 -0.02 0.12 0.10 0.465
H 1.0351 0.6648 2.2975 -0.02 -0.08 -0.03 0.624
H 3.3174 1.2178 2.3283 0.03 -0.06 0.06 0.409
H 4.6937 1.2526 0.1788 -0.01 0.07 -0.03 0.417
H 3.7317 2.6795 0.5462 0.04 -0.06 -0.09 0.481
H 4.7714 1.6622 -2.2007 -0.07 -0.04 -0.02 0.291
H 3.2824 1.1750 -3.0420 0.04 0.01 0.03 0.421
H 4.6313 -0.8283 -2.8572 0.03 0.07 0.12 0.471
H 0.9096 -4.6379 -2.7834 0.14 -0.11 -0.17 0.544
H -1.3880 -4.5455 -1.3414 -0.23 -0.10 0.02 0.539
H -0.9297 -1.5875 1.2257 0.03 0.00 0.17 0.443
H -2.1949 -2.7869 0.7620 -0.02 -0.02 0.05 0.537
H -2.1119 1.9729 -0.0399 0.13 0.11 -0.07 0.659
H -3.3401 3.4762 1.5420 0.03 0.10 -0.01 0.427
H -5.0632 2.5030 3.0197 -0.04 0.05 0.06 0.384
H -5.5507 0.1163 2.9681 -0.05 -0.08 0.05 0.444
H -5.1909 -2.2098 3.1237 -0.01 0.01 -0.06 0.395
```
Forces are in eV/Å.

Results
* structure (SMILES): COc1ccccc1S(=O)(=O)Cc1ccc(C(=O)NCCN2CCCCCC2)o1
* electronic energy: -46283.5177 eV
* E_LUMO: 0.467 eV
* E_HOMO: -0.31315 Ha
* frontier orbital gap: 8.99 eV
* relative energy (zero: lowest compared OMol25 entry of this formula, charge and spin): 2.105 eV

=====

# 2
Below is a 3-piece molecular cluster, C21H28N3O7 overall in a non-equilibrium geometry, with properties calculated with ωB97M-V/def2-TZVPD.

Geometry as XYZ:
```
59
Properties=species:S:1:pos:R:3:forces:R:3:mulliken_charge:R:1
C 2.7901 -0.3120 -0.0426 -0.92 -0.64 0.29 -0.802
C 2.0263 0.2093 -1.3955 0.53 -2.12 -0.84 0.340
O 2.3016 1.6024 -1.7754 -0.73 0.02 2.35 -0.446
C 2.1819 2.5333 -0.6451 -0.04 1.57 -0.21 -0.579
C 0.7501 2.4978 0.1483 1.54 1.31 0.98 -0.556
N -0.4564 2.1803 -0.7053 -0.97 1.25 -1.09 0.770
C -1.6770 2.2077 0.1882 -0.69 0.50 1.09 -0.628
C -3.0700 1.7379 -0.5374 -0.31 0.31 -0.15 -0.724
C -3.1511 0.1477 -0.9285 -1.11 -0.66 -0.13 -0.264
C -3.9062 -0.0280 -2.4094 -5.44 -1.98 0.74 0.234
O -5.1569 -0.5442 -2.4491 8.74 3.68 -0.30 -0.499
O -3.1374 0.4287 -3.5780 -1.81 0.41 2.25 -0.441
C -0.5848 3.0838 -1.9110 0.62 -0.13 -1.40 -0.408
N -0.4652 2.4113 -3.2878 0.38 0.31 3.59 -0.589
N -0.8394 4.4339 -1.9037 0.36 -3.32 0.56 -0.148
H 3.1546 -1.4325 -0.2285 -0.66 2.64 0.35 0.178
H 3.6947 0.3748 0.3013 -2.01 -1.60 -0.84 0.245
H 1.9570 -0.4014 0.8077 2.08 0.37 -1.55 0.195
H 0.8574 -0.0316 -1.3620 2.47 0.80 0.20 -0.085
H 2.4408 -0.4640 -2.2901 -0.92 1.79 1.90 0.271
H 2.2835 3.6299 -1.1054 -0.11 -2.46 0.73 0.355
H 3.0686 2.4572 0.1437 -2.01 -0.10 -1.65 0.237
H 0.5750 3.5883 0.5928 0.59 -2.08 -0.65 0.416
H 0.8795 1.7971 1.0934 -0.95 1.09 -2.28 0.256
H -1.4070 1.5500 1.1470 -0.76 1.44 -2.30 0.244
H -1.7558 3.3252 0.5991 -0.30 -2.19 -0.58 0.391
H -3.9995 1.9624 0.1758 2.25 -0.34 -1.50 0.420
H -3.2631 2.3905 -1.5160 0.52 -1.27 2.03 0.331
H -2.1345 -0.4302 -0.8852 -1.76 1.36 -0.39 0.294
H -3.8788 -0.3977 -0.1551 1.63 1.22 -1.88 0.302
H -3.3789 1.3746 -3.8184 0.01 -1.73 0.42 0.360
H 0.5510 2.3272 -3.5715 -1.15 0.45 0.52 0.364
H -0.7449 1.4062 -3.0885 0.42 1.38 -0.19 0.375
H -0.7717 4.9626 -2.8109 -0.44 -0.76 1.37 0.339
H -1.1689 4.8697 -0.9968 0.89 -0.45 -1.58 0.326
C 3.1922 -5.9522 -1.0301 -0.37 0.34 0.17 -0.365
C 2.5857 -4.7758 -1.2160 0.07 -0.36 0.20 -0.197
C 2.9927 -3.8680 -2.3067 -0.22 0.42 -0.13 0.387
O 2.4394 -2.7902 -2.4763 0.22 -0.45 0.12 -0.531
C 4.0940 -4.3111 -3.1844 0.28 -0.28 -0.10 -0.386
C 4.7005 -5.4875 -2.9986 -0.04 0.43 -0.26 -0.373
C 4.2936 -6.3952 -1.9079 0.54 -1.01 0.12 0.329
O 4.8468 -7.4730 -1.7382 -0.46 0.89 -0.12 -0.533
H 2.9066 -6.6295 -0.2346 0.03 -0.01 -0.04 0.405
H 1.7758 -4.4368 -0.5812 0.01 0.00 -0.03 0.414
H 4.3797 -3.6338 -3.9800 -0.03 0.00 0.03 0.422
H 5.5104 -5.8264 -3.6334 -0.03 -0.02 0.04 0.406
C -1.6320 0.4241 6.5170 0.41 0.22 -0.19 -0.367
C -1.0234 0.9892 5.4698 -0.01 -0.09 0.33 -0.421
C -1.7033 1.1170 4.1658 0.13 0.09 -0.10 0.424
O -1.1463 1.6323 3.2063 -0.08 -0.18 0.28 -0.469
C -3.0817 0.5978 4.0642 -0.25 -0.17 0.20 -0.256
C -3.6903 0.0326 5.1114 -0.07 0.14 -0.54 -0.409
C -3.0104 -0.0951 6.4154 -0.51 -0.51 1.01 0.268
O -3.5674 -0.6104 7.3749 0.48 0.46 -0.88 -0.519
H -1.1473 0.3219 7.4802 -0.04 -0.01 -0.02 0.410
H -0.0129 1.3756 5.5285 -0.04 0.00 -0.02 0.418
H -3.5664 0.7000 3.1010 0.00 0.00 0.01 0.441
H -4.7009 -0.3537 5.0527 0.03 0.00 0.04 0.428
```
Forces are in eV/Å.

Results
* electronic energy: -41018.9193 eV
* E_LUMO: -4.593 eV
* E_HOMO: -0.44616 Ha
* frontier orbital gap: 7.55 eV
* total charge: +1
* relative energy (zero: lowest compared OMol25 entry of this formula, charge and spin): 1.805 eV

=====

# 3
Below is C21H28N4O3 as an isolated structure in a non-equilibrium geometry, with properties calculated with ωB97M-V/def2-TZVPD.

Geometry as XYZ:
```
56
Properties=species:S:1:pos:R:3:forces:R:3:mulliken_charge:R:1
C 4.9180 -3.0413 -2.8510 -4.29 0.38 -1.92 -1.567
C 3.7906 -1.9032 -3.1747 4.03 -0.97 -6.73 1.088
O 3.6971 -1.3440 -4.3376 0.96 -2.00 3.38 -0.706
N 2.9456 -1.6933 -2.2632 -2.13 1.65 4.76 0.225
C 3.0934 -2.0261 -0.8585 -1.78 -11.49 -2.98 -0.584
H 3.8171 -3.0171 -0.7140 -1.02 3.31 -0.24 0.349
H 2.0884 -2.7845 -0.5782 2.24 2.94 -0.54 0.183
C 3.2543 -0.9190 -0.0861 -3.97 -0.29 6.37 -0.994
N 2.2485 0.0385 -0.3067 -3.10 0.50 10.45 0.248
C 1.2219 0.3994 0.6781 -0.53 2.89 -11.02 0.464
O 0.2699 1.0537 0.1210 2.12 -1.37 3.36 -0.683
C 1.2674 -0.1955 1.8770 -2.69 1.64 9.35 -0.801
H 0.6745 0.5886 2.7118 0.99 -2.07 -2.64 -0.022
H 2.1347 -0.2287 2.4573 2.16 0.21 -0.03 0.737
C 0.6961 -1.5372 1.9999 1.31 -4.56 0.12 -0.727
C -0.3030 -1.8685 1.0058 -4.83 7.12 9.11 -0.130
N -0.1283 -2.3013 -0.0260 0.76 -6.32 -14.05 0.236
N -1.2244 -2.0698 -0.8832 -2.94 2.58 -1.06 -0.969
C -2.1544 -1.1694 -0.2801 14.34 -10.47 4.34 0.721
O -1.5375 -1.1842 1.0204 -1.88 2.46 1.66 -0.240
C -3.1889 -0.4564 -0.6591 -12.20 -10.32 2.03 -0.034
H -3.7477 -1.2391 -1.4770 1.29 2.37 1.53 0.226
H -3.9872 -0.5576 0.2008 1.25 0.37 -1.02 0.163
C -2.8579 0.7228 -0.9954 4.40 15.44 -5.43 -0.025
C -4.0070 2.0978 -1.1042 -0.61 -9.52 6.46 -1.141
H -4.9056 1.6570 -1.4298 -0.87 0.66 -2.19 0.420
H -3.5043 2.9274 -1.1349 2.32 4.72 -1.74 0.665
C -4.5133 2.1658 0.4739 9.21 -12.00 2.56 -1.775
C -3.1657 2.2194 1.5609 -2.48 5.76 -4.70 0.564
C -2.3842 3.3896 1.4461 -6.93 -0.26 -7.63 0.146
C -1.3316 3.6019 2.0920 -0.63 -8.36 6.69 -1.329
C -0.9461 2.7569 3.1404 -5.28 -4.62 -0.37 -0.532
C -1.9192 1.5661 3.3528 12.02 5.45 5.79 -0.412
C -2.8612 1.4637 2.6029 -10.98 -5.32 -6.01 0.086
H -3.5532 0.5743 2.7024 0.68 0.68 0.19 -0.028
H -1.8442 0.7927 4.0235 1.06 -1.22 2.14 0.485
H -0.1419 2.9376 3.7693 1.44 0.25 0.93 0.544
H -0.6791 4.1888 2.1638 8.67 10.26 -1.07 0.913
H -2.5735 4.1197 0.5576 -0.12 -1.26 1.53 0.000
H -5.0388 2.8872 0.5215 -6.77 9.69 1.35 1.022
H -5.0545 1.2385 1.1082 0.83 2.00 -2.72 0.295
H -2.4863 0.6061 -2.0535 0.14 0.80 0.79 0.339
H -1.8994 1.1735 -0.3898 -2.46 -1.10 -1.35 -0.316
H 1.5347 -2.4052 1.9605 -1.69 1.98 -0.51 0.356
H 0.2346 -1.8546 2.8830 -0.41 0.66 2.22 0.598
C 2.0744 0.5328 -1.4854 4.67 -1.75 -7.00 -0.981
H 1.3300 1.1816 -1.5517 -3.06 2.68 -0.47 0.619
C 1.9072 -0.6973 -2.3395 -1.91 0.04 -8.46 -0.865
H 1.9312 -0.3680 -3.6778 0.15 -0.75 4.21 0.259
H 1.0025 -1.3310 -2.4142 -0.24 1.10 1.21 0.459
H 3.0632 0.9658 -1.8934 -1.15 0.02 0.47 0.273
H 3.2127 -1.2899 0.9872 0.37 0.90 -1.08 0.241
H 4.0356 -0.4057 -0.2586 6.72 3.01 -1.05 0.665
H 5.5818 -3.1480 -3.6511 0.55 -0.32 -1.46 0.373
H 4.4589 -3.9820 -2.4994 -0.18 0.16 -0.94 0.372
H 5.4540 -2.8295 -2.0440 2.47 1.67 3.46 0.522
```
Forces are in eV/Å.

Results
* electronic energy: -34314.1517 eV
* E_LUMO: 0.364 eV
* E_HOMO: -0.31391 Ha
* frontier orbital gap: 8.91 eV
* relative energy (zero: lowest compared OMol25 entry of this formula, charge and spin): 22.892 eV

=====

# 4
Below is one molecule with the formula C21H28N4O3, with properties calculated with ωB97M-V/def2-TZVPD.

Geometry as XYZ:
```
56
Properties=species:S:1:pos:R:3:forces:R:3:mulliken_charge:R:1
C -2.3791 -2.3144 -1.5137 -0.24 -0.10 -0.18 -0.973
H -1.9858 -2.4158 -2.5309 0.00 -0.01 0.07 0.387
O -1.4557 -1.6696 -0.6673 0.48 0.04 0.24 -0.038
C -0.3801 -2.3645 -0.2260 0.18 0.11 0.15 0.610
C 0.0679 -3.5679 -0.7597 -0.23 0.08 -0.14 -0.761
C 1.2119 -4.1702 -0.2642 0.06 0.01 0.04 -0.681
C 1.9233 -3.5911 0.7699 0.10 -0.04 0.02 -1.001
C 1.4780 -2.4023 1.3216 -0.22 -0.10 -0.05 0.284
C 0.3380 -1.7854 0.8341 -0.01 -0.40 -0.19 -0.488
N -0.1382 -0.5889 1.4229 -0.13 -0.08 0.01 0.603
C 0.5719 0.5642 1.4375 0.06 0.15 -0.03 0.818
O 0.1695 1.5555 2.0418 0.12 0.07 0.20 -0.787
C 1.8315 0.5902 0.6827 0.43 0.30 -0.14 -0.183
C 2.9610 1.3064 1.0432 -0.40 -0.19 0.02 -0.603
N 3.8666 1.1357 0.0695 -0.61 0.05 0.55 0.932
N 3.3920 0.3769 -0.9155 0.29 -0.24 -0.76 -1.023
C 2.1710 0.0353 -0.5684 0.04 0.21 0.30 -0.451
H 1.5722 -0.5659 -1.2216 -0.09 -0.18 -0.16 0.758
C 5.2097 1.6671 0.0016 0.63 0.06 -0.34 0.438
C 6.2062 0.5115 -0.0575 -0.13 0.17 0.12 -1.442
H 5.9989 -0.0977 -0.9331 0.02 -0.05 -0.07 0.356
H 7.2212 0.8935 -0.1195 0.12 0.04 -0.01 0.435
H 6.1202 -0.1124 0.8293 0.01 -0.08 0.06 0.352
C 5.3335 2.5713 -1.2226 -0.05 -0.04 0.23 -1.436
H 5.1160 1.9961 -2.1184 0.01 -0.03 -0.09 0.359
H 6.3398 2.9745 -1.2916 0.11 0.04 -0.01 0.436
H 4.6283 3.3968 -1.1586 -0.05 0.08 -0.03 0.353
H 5.3679 2.2516 0.9150 -0.13 -0.11 -0.10 0.126
H 3.1536 1.8909 1.9197 0.07 0.16 0.16 0.466
C -1.3880 -0.6685 2.1670 -0.36 0.09 0.16 -1.468
H -1.5771 -1.7133 2.4181 -0.01 0.15 -0.07 0.436
H -1.2710 -0.0817 3.0847 -0.01 -0.12 -0.07 0.513
C -2.6023 -0.1232 1.3907 0.59 0.05 0.51 0.535
O -3.5426 -0.8316 1.0967 -0.46 -0.23 -0.19 -0.676
N -2.4935 1.1935 1.1525 0.22 0.46 0.05 0.000
H -1.6417 1.6408 1.4761 -0.08 -0.13 0.04 0.338
C -3.3692 1.9839 0.3066 -0.09 -0.13 -0.07 -0.014
C -3.1767 1.6451 -1.1896 -0.08 0.13 -0.08 -0.019
H -2.6905 0.6721 -1.2616 0.06 -0.02 0.00 -0.422
H -2.5491 2.3778 -1.6958 0.10 -0.03 -0.02 0.413
C -4.5856 1.5729 -1.7740 0.01 -0.08 0.00 -0.824
H -4.6319 0.9529 -2.6687 -0.02 0.04 -0.10 0.396
H -4.9374 2.5744 -2.0307 -0.04 0.04 -0.07 0.320
C -5.4098 1.0123 -0.6198 -0.12 0.11 -0.01 -0.398
H -6.4810 1.1551 -0.7548 -0.07 -0.05 -0.01 0.423
H -5.2054 -0.0507 -0.4966 -0.04 -0.03 -0.01 0.126
C -4.8689 1.7646 0.5941 -0.07 -0.11 0.02 -1.142
H -5.0138 1.2064 1.5158 -0.03 0.08 0.07 0.385
H -5.3645 2.7313 0.6918 -0.03 0.04 0.00 0.395
H -3.1008 3.0255 0.5012 -0.01 -0.12 -0.01 0.502
H 2.0107 -1.9408 2.1398 0.03 0.06 0.06 0.521
H 2.8139 -4.0641 1.1527 0.08 -0.04 0.03 0.406
H 1.5472 -5.1004 -0.6972 0.02 -0.08 -0.04 0.421
H -0.4643 -4.0316 -1.5752 -0.08 -0.01 -0.07 0.448
H -3.2615 -1.6772 -1.5202 0.02 -0.05 -0.02 0.047
H -2.6563 -3.2970 -1.1240 0.01 0.03 0.00 0.486
```
Forces are in eV/Å.

Results
* structure (SMILES): COc1ccccc1N(CC(=O)NC1CCCC1)C(=O)c1cnn(C(C)C)c1
* electronic energy: -34335.1094 eV
* E_LUMO: 0.739 eV
* E_HOMO: -0.31503 Ha
* frontier orbital gap: 9.31 eV
* relative energy (zero: lowest compared OMol25 entry of this formula, charge and spin): 1.935 eV

=====

The highest relative energy (zero: lowest compared OMol25 entry of this formula, charge and spin) belongs to which entry? number 3

=====

Which of these has the highest frontier orbital gap? number 4